Entry 1:
The following is a DFT calculation (ωB97M-V with the def2-TZVPD basis set) of a molecular structure, C43H33BrNO2Ta.

Geometry (Å):
Ta -0.403 0.752 -0.397
O 1.102 1.807 -0.322
C 2.324 2.006 0.428
C 1.836 1.828 1.877
C 1.323 0.446 2.191
C 1.941 -0.290 3.183
C 1.446 -1.532 3.540
C 0.314 -2.014 2.909
C -0.281 -1.272 1.911
C -1.497 -1.804 1.205
C -1.188 -2.233 -0.246
O -0.696 -1.005 -0.854
C -2.424 -2.639 -1.026
C -2.256 -2.946 -2.376
C -3.344 -3.301 -3.153
C -4.612 -3.363 -2.585
C -4.783 -3.068 -1.244
C -3.692 -2.701 -0.463
C -0.104 -3.296 -0.254
C -0.469 -4.628 -0.087
C 0.504 -5.610 0.020
C 1.849 -5.271 -0.043
C 2.217 -3.945 -0.214
C 1.244 -2.960 -0.314
N 0.231 -0.058 1.540
C 3.340 0.938 0.051
C 3.171 0.106 -1.047
C 4.137 -0.843 -1.370
C 5.275 -0.964 -0.593
C 5.457 -0.122 0.499
C 4.500 0.827 0.814
C 2.839 3.404 0.133
C 3.430 3.634 -1.108
C 3.879 4.898 -1.446
C 3.756 5.945 -0.540
C 3.178 5.720 0.698
C 2.714 4.454 1.034
H 1.043 2.560 2.054
H 2.647 2.051 2.567
H 2.809 0.122 3.677
H 1.934 -2.113 4.312
H -0.107 -2.973 3.173
H -2.285 -1.045 1.186
H -1.870 -2.664 1.757
H -1.263 -2.921 -2.811
H -3.204 -3.544 -4.197
H -5.462 -3.653 -3.189
H -5.766 -3.131 -0.796
H -3.852 -2.487 0.585
H -1.517 -4.903 -0.055
H 0.209 -6.643 0.143
H 2.606 -6.040 0.032
H 3.262 -3.670 -0.270
H 1.552 -1.933 -0.449
H 2.314 0.219 -1.702
H 3.999 -1.473 -2.238
H 6.031 -1.695 -0.847
H 6.358 -0.194 1.094
H 4.675 1.509 1.639
H 3.552 2.816 -1.809
H 4.339 5.066 -2.411
H 4.117 6.931 -0.798
H 3.088 6.529 1.410
H 2.270 4.310 2.010
Br -1.328 1.707 -2.726
C -3.106 1.981 -1.999
C -4.119 2.221 -2.871
C -5.391 2.525 -2.340
C -5.572 2.594 -0.988
C -4.502 2.341 -0.093
C -4.666 2.451 1.309
C -3.623 2.231 2.165
C -2.369 1.842 1.658
C -2.148 1.699 0.297
C -3.226 1.994 -0.596
H -3.961 2.200 -3.940
H -6.208 2.721 -3.019
H -6.540 2.854 -0.581
H -5.639 2.730 1.695
H -3.757 2.337 3.233
H -1.580 1.635 2.372

* F_max: 0.449 eV/Å
* LUMO energy: -7.48 eV
* E: -122294.7891 eV
* multiplicity: 1
* orbital gap: 6.3 eV
* net charge: +2
* energy relative to the best compared isomer or geometry (same formula, charge and spin): 0.097 eV
* HOMO energy: -13.775 eV

=====

Entry 2:
The following is a DFT calculation (ωB97M-V with the def2-TZVPD basis set) of a molecular structure, C43H33OP2STl.

Geometry (Å):
Tl 0.330 2.022 1.706
O -1.066 -1.324 3.783
S -0.582 -0.928 2.412
C 0.680 -2.186 2.034
C 0.496 -3.454 2.582
C 1.414 -4.463 2.350
C 2.553 -4.196 1.610
C 2.786 -2.904 1.159
C 1.862 -1.878 1.359
P 2.325 -0.119 1.034
C 3.927 -0.134 2.027
C 3.832 0.382 3.320
C 4.951 0.484 4.144
C 6.193 0.077 3.682
C 6.306 -0.438 2.397
C 5.183 -0.544 1.583
C 3.055 -0.180 -0.642
C 2.756 -1.160 -1.588
C 3.291 -1.095 -2.869
C 4.130 -0.049 -3.226
C 4.402 0.956 -2.305
C 3.857 0.896 -1.029
C -1.923 -1.457 1.302
C -2.376 -2.768 1.359
C -3.516 -3.152 0.664
C -4.235 -2.200 -0.035
C -3.802 -0.878 -0.051
C -2.621 -0.477 0.579
P -1.988 1.260 0.399
C -2.413 1.938 -1.279
C -2.083 3.288 -1.480
C -2.209 3.896 -2.720
C -2.665 3.166 -3.817
C -2.988 1.831 -3.640
C -2.875 1.228 -2.387
C -3.857 1.936 1.117
C -4.822 2.739 0.498
C -5.832 3.383 1.219
C -5.922 3.224 2.595
C -4.988 2.410 3.241
C -3.977 1.803 2.510
H -0.354 -3.622 3.231
H 1.246 -5.455 2.756
H 3.278 -4.981 1.421
H 3.715 -2.674 0.650
H 2.864 0.726 3.668
H 4.853 0.902 5.140
H 7.070 0.172 4.312
H 7.275 -0.756 2.027
H 5.290 -0.935 0.577
H 2.078 -1.963 -1.333
H 3.017 -1.845 -3.601
H 4.549 -0.002 -4.225
H 5.027 1.797 -2.586
H 4.053 1.693 -0.318
H -1.861 -3.504 1.957
H -3.849 -4.184 0.701
H -5.148 -2.480 -0.552
H -4.399 -0.117 -0.537
H -1.711 3.857 -0.636
H -1.944 4.943 -2.839
H -2.753 3.630 -4.794
H -3.320 1.240 -4.488
H -3.123 0.179 -2.296
H -4.790 2.870 -0.582
H -6.553 4.014 0.704
H -6.698 3.731 3.160
H -5.045 2.275 4.318
H -3.224 1.206 3.030
C -0.202 0.806 -0.201
C 0.055 0.309 -1.522
C 0.763 1.070 -2.505
C 0.930 0.641 -3.812
C 0.427 -0.593 -4.242
C -0.245 -1.380 -3.303
C -0.423 -0.952 -1.994
H 1.144 2.038 -2.198
H 1.457 1.278 -4.518
H 0.556 -0.926 -5.267
H -0.645 -2.345 -3.605
H -0.950 -1.593 -1.294

* F_max: 0.769 eV/Å
* LUMO energy: 4.27 eV
* E: -81274.9293 eV
* multiplicity: 1
* orbital gap: 3.7 eV
* net charge: -2
* HOMO energy: 0.585 eV